Version i
Molecular formula: C4H10O
Method: DFT, wB97M-V/def2-TZVPD

Computed properties:
E_HOMO = -9.00 eV
SMILES = C/C=C/C.O
Molecular weight = 74.12 g mol⁻¹
E_LUMO = 0.99 eV

```
! RIJCOSX wB97M-V def2-TZVPD def2/J DEFGRID3
* xyz 0 1
C 0.1262 -0.1521 -0.5976
C -1.1783 -0.2544 -0.3749
C -1.8640 0.9404 0.3076
C 0.9956 -1.1991 -1.0510
H 0.5614 0.8364 -0.8350
H -1.8065 -1.2260 -0.5440
H -1.5688 0.8212 1.4012
H -1.4773 1.9016 0.0037
H -2.9310 0.9585 0.0792
H 1.0574 -1.2579 -2.1097
H 0.6419 -2.3056 -0.7712
H 2.1172 -1.2196 -0.9230
H 1.4095 1.1312 0.7959
H 0.7288 0.1464 1.7647
O 1.5988 0.5255 1.4292
*
```

natural (NBO) atomic charge list, values in e, 4 entries: C -0.212; C -0.198; C -0.641; C -0.657

=====

Version ii
Molecular formula: C4H10O
Method: DFT, wB97M-V/def2-TZVPD

Computed properties:
E_HOMO = -6.90 eV
Molecular weight = 74.12 g mol⁻¹
E_LUMO = 0.70 eV

```
! RIJCOSX wB97M-V def2-TZVPD def2/J DEFGRID3
* xyz 0 1
C -1.9251 -0.5386 -0.1668
C -0.8378 0.2792 -0.8168
C 0.5123 -0.1607 -0.8013
C 1.3956 0.7701 1.0934
O 0.8037 -1.4303 -0.4890
H -1.5477 -0.9624 0.7684
H -2.3102 -1.3827 -0.7615
H -2.7774 0.1005 0.0820
H -1.1039 1.0204 -1.5713
H 0.0200 0.7439 0.1467
H 1.2202 0.3775 -1.4311
H 1.2764 1.8488 1.2887
H 1.0947 0.2062 1.9887
H 2.4531 0.5846 0.8662
H 1.7261 -1.4565 -0.1964
*
```

natural (NBO) atomic charge list, values in e, 4 entries: C -0.622; C -0.551; C 0.300; C -1.036

=====

Stability comparison, relative energies in kcal/mol: version i 0.0; version ii 65.5

=====

Version i
Molecular formula: C4H10O
Method: DFT, wB97M-V/def2-TZVPD

Computed properties:
E_HOMO = -10.16 eV
SMILES = CC(C)(C)O
Molecular weight = 74.12 g mol⁻¹
E_LUMO = 0.94 eV

```
! RIJCOSX wB97M-V def2-TZVPD def2/J DEFGRID3
* xyz 0 1
C 0.1151 1.3528 0.7966
C -0.0993 -0.0514 0.2116
C 1.2562 -0.5973 -0.2564
C -1.0869 -0.2231 -0.9641
O -0.6061 -0.8003 1.3164
H 0.8006 1.9582 0.1936
H -0.8130 1.9099 0.9543
H 0.5841 1.2185 1.7806
H 2.0763 -0.2933 0.4011
H 1.2341 -1.6914 -0.3006
H 1.4674 -0.2192 -1.2621
H -0.7242 0.2190 -1.8980
H -1.1880 -1.3027 -1.1683
H -2.0928 0.1566 -0.7588
H -0.9233 -1.6363 0.9539
*
```

natural (NBO) atomic charge list, values in e, 4 entries: C -0.620; C 0.240; C -0.627; C -0.631

=====

Version ii
Molecular formula: C4H10O
Method: DFT, wB97M-V/def2-TZVPD

Computed properties:
E_HOMO = -9.90 eV
SMILES = [H][H].CC=O.C=C
Molecular weight = 74.12 g mol⁻¹
E_LUMO = 1.18 eV

```
! RIJCOSX wB97M-V def2-TZVPD def2/J DEFGRID3
* xyz 0 1
C -0.9280 -1.0604 -1.4818
C -1.8374 -0.0647 -0.8153
O -2.0734 -0.0407 0.3697
C 0.7040 -0.0861 1.8567
C 1.8847 0.4832 1.6381
H -0.2761 -0.5572 -2.2032
H -1.5344 -1.7860 -2.0391
H -0.3314 -1.5868 -0.7334
H 0.7240 1.8245 -1.3506
H -2.3155 0.6731 -1.4949
H 0.5769 -1.1663 1.8311
H -0.1900 0.4944 2.0657
H 2.7749 -0.1027 1.4206
H 2.0102 1.5631 1.6719
H 0.8116 1.4127 -0.7355
*
```

natural (NBO) atomic charge list, values in e, 4 entries: C -0.727; C 0.448; O -0.527; C -0.379

=====

Version iii
Molecular formula: C4H10O
Method: DFT, wB97M-V/def2-TZVPD

Computed properties:
E_HOMO = -9.67 eV
SMILES = COC(C)C
Molecular weight = 74.12 g mol⁻¹
E_LUMO = 1.16 eV

```
! RIJCOSX wB97M-V def2-TZVPD def2/J DEFGRID3
* xyz 0 1
C 1.8824 -0.4227 -0.7003
O 0.9382 -0.4992 0.3391
C -0.1960 0.3398 0.1794
C -1.1839 -0.2819 -0.8048
C -0.8101 0.5054 1.5612
H 2.3319 -1.4127 -0.8229
H 2.6781 0.2990 -0.4657
H 1.4306 -0.1333 -1.6587
H 0.1257 1.3254 -0.1984
H -1.5667 -1.2244 -0.3979
H -0.7081 -0.4961 -1.7679
H -2.0288 0.3899 -0.9905
H -1.7812 1.0082 1.5003
H -0.1540 1.0852 2.2169
H -0.9581 -0.4826 2.0103
*
```

natural (NBO) atomic charge list, values in e, 4 entries: C -0.248; O -0.548; C 0.102; C -0.634

=====

Stability comparison, relative energies in kcal/mol: version i 0.0; version ii 51.6; version iii 10.6

=====

Version i
Molecular formula: C4H10O
Method: DFT, wB97M-V/def2-TZVPD

Computed properties:
E_HOMO = -9.25 eV
Molecular weight = 74.12 g mol⁻¹
E_LUMO = 1.17 eV

```
! RIJCOSX wB97M-V def2-TZVPD def2/J DEFGRID3
* xyz 0 1
C -0.9989 -1.0185 1.5023
C -0.7293 -1.0676 0.0069
O -1.1740 -0.1574 -0.7396
C 0.1373 1.4641 -1.1413
C 1.4115 1.1441 -0.7409
H -0.3991 -1.7525 2.0503
H -2.0601 -1.2283 1.6788
H -0.7859 -0.0151 1.8854
H 0.7422 -0.9168 0.0835
H -0.6003 -2.0791 -0.4227
H -0.5097 2.0679 -0.5176
H -0.1800 1.3312 -2.1678
H 1.8184 1.5860 0.1669
H 2.1437 0.8272 -1.4808
H 1.1844 -0.1852 -0.1632
*
```

natural (NBO) atomic charge list, values in e, 4 entries: C -0.679; C 0.230; O -0.612; C -0.185

=====

Version ii
Molecular formula: C4H10O
Method: DFT, wB97M-V/def2-TZVPD

Computed properties:
E_HOMO = -10.21 eV
SMILES = CC[C@@H](C)O
Molecular weight = 74.12 g mol⁻¹
E_LUMO = 1.02 eV

```
! RIJCOSX wB97M-V def2-TZVPD def2/J DEFGRID3
* xyz 0 1
C 1.9373 0.1758 -0.0665
C 0.6159 -0.5865 -0.0170
C -0.6169 0.3156 -0.1145
C -1.9053 -0.4900 -0.1229
O -0.7026 1.2008 0.9965
H 1.9729 0.9538 0.7051
H 2.0860 0.6542 -1.0424
H 2.7875 -0.4907 0.1100
H 0.5820 -1.3189 -0.8349
H 0.5442 -1.1501 0.9221
H -0.5553 0.9008 -1.0483
H -1.9364 -1.1655 -0.9842
H -1.9790 -1.0865 0.7932
H -2.7698 0.1785 -0.1660
H -0.0605 1.9087 0.8699
*
```

natural (NBO) atomic charge list, values in e, 4 entries: C -0.611; C -0.419; C 0.100; C -0.618

=====

Stability comparison, relative energies in kcal/mol: version i 90.0; version ii 0.0

=====

Version i
Molecular formula: C4H10O
Method: DFT, wB97M-V/def2-TZVPD

Computed properties:
E_HOMO = -9.34 eV
Molecular weight = 74.12 g mol⁻¹
E_LUMO = 1.16 eV

```
! RIJCOSX wB97M-V def2-TZVPD def2/J DEFGRID3
* xyz 0 1
C 2.0061 0.5299 0.4190
C 1.1357 -0.3967 -0.4148
O 0.4653 -1.3065 0.1493
C -1.5973 -0.9169 0.4533
C -1.9544 0.2512 -0.1757
H 2.3551 1.3918 -0.1590
H 2.8772 -0.0346 0.7674
H 1.4548 0.8801 1.2974
H 0.2047 0.6059 -0.9051
H 1.4947 -0.5813 -1.4454
H -1.3703 -0.9345 1.5113
H -1.7537 -1.8779 -0.0210
H -2.1024 1.1569 0.4095
H -2.4759 0.2095 -1.1311
H -0.6658 0.6792 -0.7044
*
```

natural (NBO) atomic charge list, values in e, 4 entries: C -0.674; C 0.215; O -0.615; C -0.181

=====

Version ii
Molecular formula: C4H10O
Method: DFT, wB97M-V/def2-TZVPD

Computed properties:
E_HOMO = -10.30 eV
SMILES = CCCCO
Molecular weight = 74.12 g mol⁻¹
E_LUMO = 1.00 eV

```
! RIJCOSX wB97M-V def2-TZVPD def2/J DEFGRID3
* xyz 0 1
C -2.1897 0.0395 -0.2101
C -0.8047 0.4286 0.3122
C 0.2961 -0.5732 0.0101
C 1.6354 0.1276 0.0734
O 2.6492 -0.8445 -0.0546
H -2.2501 -0.9337 -0.7098
H -3.0215 0.1262 0.4960
H -2.2972 0.8059 -0.9601
H -0.5356 1.3579 -0.2313
H -0.8254 0.7081 1.3696
H 0.1543 -0.9879 -0.9968
H 0.2972 -1.4227 0.7031
H 1.6860 0.8785 -0.7348
H 1.7080 0.6815 1.0263
H 3.4980 -0.3921 -0.0932
*
```

natural (NBO) atomic charge list, values in e, 4 entries: C -0.617; C -0.394; C -0.411; C -0.051

=====

Version iii
Molecular formula: C4H10O
Method: DFT, wB97M-V/def2-TZVPD

Computed properties:
E_HOMO = -8.75 eV
Molecular weight = 74.12 g mol⁻¹
E_LUMO = 1.10 eV

```
! RIJCOSX wB97M-V def2-TZVPD def2/J DEFGRID3
* xyz 0 1
C -2.0925 0.2145 0.7348
C -1.0791 -0.3715 -0.2301
C 0.2701 -0.0035 0.2706
O 1.3060 -0.6960 -0.3791
C 2.5903 -0.0737 -0.4101
H -1.8789 1.2267 1.0994
H -2.8819 0.4196 -0.0923
H -2.5472 -0.4561 1.4706
H -1.4359 0.0221 -1.1917
H -1.1565 -1.4648 -0.2499
H -0.5239 -0.0622 1.6253
H 0.5304 1.0529 0.3347
H 3.2895 -0.7469 -0.9249
H 2.5747 0.8831 -0.9579
H 2.9557 0.0977 0.6077
*
```

natural (NBO) atomic charge list, values in e, 4 entries: C -0.667; C -0.460; C 0.038; O -0.538

=====

Stability comparison, relative energies in kcal/mol: version i 78.0; version ii 0.0; version iii 76.6

=====

Version i
Molecular formula: C3H5P3
Method: DFT, wB97M-V/def2-TZVPD

Computed properties:
E_HOMO = -8.65 eV
SMILES = CC1=[PH]=PC=P1
Molecular weight = 134.00 g mol⁻¹
E_LUMO = -0.52 eV

```
! RIJCOSX wB97M-V def2-TZVPD def2/J DEFGRID3
* xyz 0 1
C -2.2679 -0.3513 0.7117
C 0.4280 0.1146 0.1510
C 1.7462 0.8257 -0.1055
P -2.0516 -1.7959 -0.0047
P -0.8803 0.8750 0.9785
P 0.1004 -1.6310 -0.5224
H -3.2479 -0.1794 1.1092
H 2.5260 0.1653 -0.4294
H 2.0299 1.4593 0.7639
H 1.6600 1.5891 -0.9394
H -0.0428 -1.0714 -1.7129
*
```

natural (NBO) atomic charge list, values in e, 4 entries: C -0.984; C -0.632; C -0.676; P 0.468

=====

Version ii
Molecular formula: C3H5P3
Method: DFT, wB97M-V/def2-TZVPD

Computed properties:
E_HOMO = -8.36 eV
Molecular weight = 134.00 g mol⁻¹
E_LUMO = -0.65 eV

```
! RIJCOSX wB97M-V def2-TZVPD def2/J DEFGRID3
* xyz 0 1
C 0.0448 -0.1960 -0.0644
C 0.9892 0.8704 -0.0432
C -1.3542 0.1258 0.0700
P 2.4768 0.3928 1.0102
P 2.5171 0.2922 -0.9937
P 0.6081 -1.8523 -0.0006
H 0.6146 2.0588 -0.2363
H -1.4436 1.2988 -0.0857
H -1.7058 -0.1622 1.1667
H -1.9996 -0.4633 -0.7383
H -0.7473 -2.3648 -0.0847
*
```

natural (NBO) atomic charge list, values in e, 4 entries: C -0.289; C -0.824; C -0.692; P 0.312

=====

Stability comparison, relative energies in kcal/mol: version i 0.0; version ii 28.1

=====

Version i
Molecular formula: C7H13NO
Method: DFT, wB97M-V/def2-TZVPD

Computed properties:
E_HOMO (alpha / beta) = -7.20 / -7.14 eV
Molecular weight = 127.19 g mol⁻¹
E_LUMO (alpha / beta) = 0.88 / 0.65 eV

```
! RIJCOSX wB97M-V def2-TZVPD def2/J DEFGRID3
* xyz 0 1
C 0.9582 -0.2320 0.7931
C -0.4824 0.0730 0.9632
C -0.1098 -1.1118 -1.0596
C 0.1891 -2.6424 -1.2363
C 0.0841 -0.2443 -2.2537
C -0.4948 2.2853 1.9700
C -0.7732 1.5520 0.6903
N 2.0218 0.0231 1.3880
O -1.1143 -0.6611 -0.1490
H -0.8638 -0.3338 1.9497
H -0.2487 -2.8701 -2.2695
H -0.4036 -3.1143 -0.4669
H 1.2461 -2.9129 -1.1351
H 1.1989 -0.2216 -2.4553
H -0.2409 0.7833 -2.0635
H -0.5184 -0.7314 -3.0440
H -0.9070 1.8014 2.8329
H -1.0071 3.1678 1.7526
H 0.5573 2.3554 2.1473
H -0.0797 1.7858 -0.1570
H -1.8551 1.7330 0.6129
H 2.8432 -0.4842 1.1902
*
```

natural (NBO) atomic charge list, values in e, 4 entries: C 0.326; C -0.006; C 0.381; C -0.686

=====

Version ii
Molecular formula: C7H13NO
Method: DFT, wB97M-V/def2-TZVPD

Computed properties:
E_HOMO = -8.33 eV
SMILES = C=C(C)O.C=C=NCC
Molecular weight = 127.19 g mol⁻¹
E_LUMO = 0.82 eV

```
! RIJCOSX wB97M-V def2-TZVPD def2/J DEFGRID3
* xyz 0 1
C 1.2331 -2.4247 0.1567
C -1.9323 -1.1911 -0.4459
C 0.2634 -1.6047 0.2044
C -2.7486 0.0890 -0.1947
C 0.6477 2.1034 0.5769
C 2.1164 0.9185 -1.0978
C 1.5577 1.0649 0.0943
N -0.6754 -0.8469 0.0509
O 1.8379 0.2124 1.0653
H 1.8206 -2.6516 1.0522
H 1.8439 -2.5876 -0.7206
H -2.4735 -2.0923 0.0582
H -2.2572 0.9411 -0.5572
H -2.7303 0.2470 0.8917
H -3.8038 -0.0749 -0.5443
H -0.2824 1.7595 1.1103
H 1.1759 2.6613 1.3436
H 0.2053 2.7796 -0.2928
H 2.7201 0.1225 -1.3045
H -1.8758 -1.4788 -1.5135
H 1.9078 1.6378 -1.8529
H 1.4493 0.4156 1.9199
*
```

natural (NBO) atomic charge list, values in e, 4 entries: C -0.666; C -0.226; C 0.489; C -0.595

=====

Version iii
Molecular formula: C7H13NO
Method: DFT, wB97M-V/def2-TZVPD

Computed properties:
E_HOMO = -8.07 eV
Molecular weight = 127.19 g mol⁻¹
E_LUMO = -0.01 eV

```
! RIJCOSX wB97M-V def2-TZVPD def2/J DEFGRID3
* xyz 0 1
C -0.7944 0.2778 -1.4933
C 0.0111 -1.8416 2.7967
C -1.3771 1.6621 -1.5881
C 0.0590 -0.2215 -2.4768
C 0.8206 0.2741 -0.3320
C 0.3123 -0.7134 1.8608
C 0.6681 -0.8886 0.5726
O 0.1563 0.4952 2.4229
N 1.0245 1.4980 0.1286
H 0.4111 1.1695 1.7290
H -1.4419 -0.4418 -1.0065
H 1.9637 1.8297 -0.0754
H 0.7804 -1.8815 0.1642
H 0.6674 -1.7828 3.6692
H -1.0173 -1.7558 3.1584
H 0.1423 -2.8069 2.3120
H -2.3626 1.6301 -2.0578
H -0.7123 2.3311 -2.1312
H -1.4910 2.0856 -0.5901
H 0.5123 0.4411 -3.2022
H 0.1733 -1.2826 -2.6460
H 1.4943 -0.0777 -1.2152
*
```

natural (NBO) atomic charge list, values in e, 4 entries: C -0.213; C -0.655; C -0.631; C -0.282

=====

Stability comparison, relative energies in kcal/mol: version i 25.6; version ii 0.0; version iii 9.6